Record 1
Entry from the OMol25 dataset: a structure of composition C28H33N2O3PS5Sn (ωB97M-V/def2-TZVPD).

XYZ file:
```
73
Properties=species:S:1:pos:R:3:forces:R:3:lowdin_charge:R:1
Sn -0.157 1.272 1.910 0.11 0.02 -0.06 0.965
S -4.817 -3.702 2.423 0.02 -0.04 0.03 0.312
S -2.154 -1.968 1.941 -0.11 -0.01 -0.04 0.346
S -2.561 5.299 0.370 0.00 0.03 -0.01 0.870
S -1.012 -1.368 0.337 0.03 0.04 0.01 0.506
S -1.889 2.367 0.435 -0.05 0.01 -0.02 0.482
P -3.476 -3.392 1.100 -0.08 -0.08 0.03 -0.116
O -2.641 -4.612 0.537 0.29 0.19 -0.03 -0.301
O 1.332 0.944 0.484 -0.03 -0.03 0.02 -0.338
O -3.989 -2.747 -0.243 0.01 0.00 0.00 -0.303
N 0.603 3.383 1.551 -0.04 -0.01 0.02 -0.128
N -0.304 4.414 1.310 -0.02 0.00 -0.01 -0.033
C -1.676 -5.487 2.676 0.07 0.07 -0.02 -0.069
C -1.409 4.012 0.805 0.01 -0.03 -0.01 -1.075
C -1.876 -5.675 1.186 -0.19 -0.10 0.02 -0.413
C 1.107 -2.753 -0.639 0.04 0.02 -0.02 -0.118
C -0.168 4.278 -2.281 -0.01 0.01 0.03 -0.051
C 1.840 3.674 1.347 0.03 0.02 0.00 -0.240
C 2.904 -3.656 0.681 0.02 0.02 -0.01 -0.088
C 3.605 0.400 0.728 0.00 -0.01 0.01 -0.007
C 0.937 6.820 -2.279 0.00 0.00 -0.01 -0.090
C 5.160 1.955 1.712 -0.01 0.00 0.00 -0.094
C 2.311 -3.440 -0.554 0.00 0.03 -0.01 -0.085
C 1.106 -2.471 1.756 -0.02 -0.02 0.00 -0.133
C 2.241 5.068 0.970 0.00 0.00 0.03 0.004
C 0.505 -2.278 0.518 -0.01 0.02 0.03 -0.602
C 1.710 5.731 -2.666 0.00 0.01 -0.02 -0.107
C -0.380 6.634 -1.891 0.00 -0.01 0.00 -0.051
C -4.290 -4.162 -2.177 0.00 0.00 0.00 -0.038
C 4.152 2.888 1.797 0.01 0.00 0.00 -0.047
C 2.547 1.315 0.866 -0.01 -0.03 0.02 -0.377
C -3.668 -1.724 -2.363 0.00 -0.01 0.01 -0.042
C 4.878 0.708 1.151 0.01 0.00 0.00 -0.076
C 2.844 2.600 1.384 0.00 0.00 -0.02 -0.126
C -0.567 -5.789 0.438 0.00 0.01 -0.01 -0.029
C -0.949 5.362 -1.895 -0.01 0.00 0.03 -0.304
C -2.369 5.157 -1.445 0.05 -0.02 0.01 -0.430
C -3.497 -3.013 -1.591 0.00 -0.01 -0.02 -0.462
C 1.156 4.460 -2.662 -0.01 -0.01 -0.01 -0.083
C 2.302 -3.167 1.834 -0.01 -0.01 -0.01 -0.075
H -2.619 -5.435 3.212 -0.04 0.00 0.01 0.048
H -3.026 5.932 -1.840 -0.01 0.00 0.01 0.079
H 1.727 5.348 0.050 0.00 0.00 -0.01 0.066
H 0.631 -2.595 -1.599 0.00 -0.01 0.00 0.109
H -0.976 7.481 -1.570 0.00 0.00 0.00 0.115
H 1.753 3.605 -2.952 0.00 0.00 0.00 0.105
H 3.838 -4.200 0.746 0.00 0.00 0.00 0.104
H 4.369 3.868 2.203 0.00 0.00 0.00 0.112
H -4.721 -1.443 -2.397 0.00 0.00 0.00 0.092
H -0.741 -5.877 -0.635 0.00 0.00 0.00 0.089
H 6.157 2.192 2.059 0.00 0.00 0.00 0.099
H 2.778 -3.815 -1.456 0.00 0.00 0.00 0.107
H 0.636 -2.092 2.655 0.00 0.01 -0.01 0.088
H -2.750 4.189 -1.763 0.00 -0.01 -0.01 0.064
H -0.595 3.283 -2.270 -0.01 -0.02 0.01 0.101
H -5.351 -3.911 -2.196 0.00 0.00 0.00 0.092
H 2.740 5.875 -2.966 0.00 0.00 0.00 0.102
H 3.373 -0.565 0.295 -0.01 -0.04 0.00 0.106
H -3.311 -1.856 -3.385 0.00 0.00 0.00 0.088
H -3.106 -0.915 -1.899 0.01 0.01 0.00 0.064
H 1.363 7.815 -2.278 0.00 0.00 0.00 0.103
H -4.153 -5.069 -1.589 0.00 0.00 0.00 0.076
H -2.478 -6.568 1.008 -0.01 -0.01 0.05 0.144
H -1.101 -4.583 2.884 0.01 -0.01 -0.02 0.061
H 1.912 5.774 1.734 -0.01 0.00 -0.01 0.098
H 0.060 -4.917 0.623 0.00 0.00 0.01 0.059
H 5.666 -0.029 1.051 0.00 0.00 0.00 0.104
H -0.033 -6.678 0.776 0.00 -0.01 0.00 0.092
H 3.312 5.145 0.815 0.00 0.00 0.01 0.077
H -2.441 -3.277 -1.518 -0.01 0.01 0.00 0.112
H -1.108 -6.342 3.047 -0.02 0.00 0.01 0.090
H 2.768 -3.322 2.798 0.00 0.00 0.00 0.109
H -3.959 -4.355 -3.198 0.00 0.00 0.00 0.088
```
Forces are in eV/Å.

HOMO: -7.89 eV
Lowest unoccupied orbital energy: 0.00020 hartree
HOMO-LUMO gap: 7.9 eV



Record 2
Entry from the OMol25 dataset: a structure of composition C28H33N8OSSeV (ωB97M-V/def2-TZVPD).

XYZ file:
```
73
Properties=species:S:1:pos:R:3:forces:R:3:lowdin_charge:R:1
Se 1.455 -7.542 -1.796 0.07 -0.02 0.08 1.291
V 0.110 -0.399 0.742 -0.29 -0.20 -0.68 0.871
S 1.263 1.641 0.531 -0.02 0.06 0.03 0.854
O -0.892 0.168 -0.546 0.28 -0.07 0.60 -0.181
N 2.239 -5.981 -2.081 -0.07 0.02 -0.08 -0.194
N -0.365 2.106 -1.665 0.04 -0.01 0.03 0.171
N 0.663 3.897 -0.733 0.01 0.05 0.00 -0.068
N -0.610 -2.415 0.998 0.15 0.15 0.04 0.025
N -1.002 0.066 2.461 -0.04 0.15 0.07 -0.033
N 0.266 -6.872 -0.669 -0.06 0.02 -0.09 -0.195
N 1.740 -0.789 2.146 0.04 0.04 0.05 -0.057
N 1.410 -1.490 -0.487 0.01 -0.04 -0.06 -0.009
C 1.578 4.597 0.195 0.00 -0.01 -0.01 -0.199
C 0.436 2.614 -0.694 -0.03 -0.05 0.01 -0.554
C -3.164 -1.241 -3.694 0.01 0.01 0.01 -0.038
C -3.251 -0.497 -4.867 0.00 0.00 0.00 -0.012
C -2.587 0.721 -4.987 0.00 0.00 -0.01 -0.025
C -0.816 1.349 3.250 -0.01 -0.04 0.04 -0.184
C -1.500 4.979 -1.409 0.00 0.00 0.00 -0.045
C 1.704 -0.721 3.650 0.01 -0.03 0.00 -0.179
C 1.586 -5.092 -1.374 0.05 0.03 0.02 -0.338
C -1.836 1.202 -3.934 0.01 0.01 0.01 0.012
C 1.921 -3.675 -1.358 0.00 -0.04 -0.01 -0.050
C -2.412 -0.771 -2.637 -0.01 -0.01 -0.01 -0.010
C -0.960 0.976 -1.654 -0.01 0.03 -0.07 -0.288
C 2.402 -0.983 -1.230 -0.02 -0.03 0.01 -0.077
C -2.078 -4.162 1.730 0.00 0.02 0.01 0.021
C -1.743 0.456 -2.751 -0.01 -0.03 0.03 -0.149
C 0.053 1.115 4.469 0.00 -0.02 -0.02 -0.170
C 0.832 5.286 1.325 0.00 0.00 0.00 -0.040
C -0.289 -4.676 0.229 0.00 -0.07 -0.01 -0.050
C 2.960 -3.129 -2.118 0.02 0.00 -0.02 0.077
C 1.166 -2.825 -0.556 -0.06 0.00 0.05 -0.124
C 0.495 -5.584 -0.594 0.00 0.01 0.06 -0.338
C -1.661 -2.839 1.710 -0.03 -0.05 0.01 -0.078
C -1.382 -5.095 0.992 0.01 0.00 0.00 0.079
C 0.061 -3.328 0.249 0.05 0.05 -0.02 -0.124
C 1.495 0.684 4.206 0.01 0.01 0.01 -0.166
C 3.195 -1.774 -2.052 0.01 0.01 -0.01 0.023
C -0.033 4.755 -1.735 0.00 -0.01 0.01 -0.149
H -3.845 -0.866 -5.692 0.00 0.00 0.00 0.128
H -1.320 2.148 -4.013 0.00 0.00 0.00 0.120
H 0.943 -1.420 4.005 -0.02 0.01 -0.01 0.124
H 2.564 0.082 -1.163 0.01 0.01 0.01 0.086
H 2.305 3.884 0.574 0.00 0.00 0.00 0.076
H 0.164 6.061 0.953 0.00 0.00 0.00 0.083
H 2.008 1.413 3.569 -0.01 0.00 0.00 0.114
H -0.433 0.387 5.127 0.01 0.00 0.01 0.132
H -1.980 0.024 2.172 0.00 0.04 -0.08 0.117
H 0.512 5.696 -1.742 0.00 0.00 0.00 0.131
H -1.924 5.651 -2.155 0.00 0.00 0.00 0.098
H -2.064 4.048 -1.439 0.00 0.00 -0.01 0.070
H 1.551 5.761 1.990 0.00 0.00 0.00 0.098
H 0.246 4.571 1.905 0.00 0.00 0.00 0.071
H 3.983 -1.312 -2.630 0.00 0.01 0.00 0.136
H -3.692 -2.181 -3.611 0.00 0.00 0.00 0.120
H -2.664 1.292 -5.902 0.00 0.00 0.00 0.126
H 0.071 2.049 5.033 -0.02 0.01 0.00 0.136
H 0.089 4.285 -2.709 0.00 -0.01 0.00 0.125
H 2.526 -0.209 1.849 -0.01 0.00 -0.01 0.081
H -2.355 -1.343 -1.720 0.00 0.00 0.00 0.107
H 2.018 0.718 5.163 0.01 0.01 0.00 0.133
H 3.555 -3.780 -2.747 0.00 0.00 0.00 0.145
H -0.896 -0.702 3.123 -0.05 0.02 0.02 0.083
H -2.209 -2.110 2.288 0.00 0.00 -0.02 0.114
H 2.123 5.319 -0.411 0.00 0.00 0.00 0.137
H 2.037 -1.735 1.904 -0.01 -0.01 0.01 0.108
H -1.630 5.443 -0.433 0.00 0.00 0.00 0.077
H -1.804 1.693 3.553 0.00 -0.01 0.03 0.136
H 2.660 -1.110 3.999 0.00 -0.01 0.00 0.136
H -0.383 2.093 2.589 -0.01 0.00 -0.02 0.066
H -2.938 -4.439 2.324 0.00 0.00 0.00 0.137
H -1.664 -6.141 0.985 0.00 0.00 0.00 0.145
```
Forces are in eV/Å.

HOMO (spin up / spin down): -16.64 / -16.64 eV
2S+1: 2
Expectation value of S²: 0.7661
Lowest unoccupied orbital energy (spin up / spin down): -0.39168 / -0.37164 hartree
HOMO-LUMO gap (spin up / spin down): 6.0 / 6.5 eV
Charge: +3



Record 3
Entry from the OMol25 dataset: a structure of composition C28H33NO6SSr (ωB97M-V/def2-TZVPD).

XYZ file:
```
70
Properties=species:S:1:pos:R:3:forces:R:3:nbo_charge:R:1
Sr 0.275 -0.910 0.740 -0.15 0.21 -0.06 1.824
S -0.769 1.898 -1.184 -0.05 -0.08 -0.05 1.290
O 0.340 -3.060 1.775 0.05 -0.06 0.02 -0.903
O -1.311 0.809 -0.280 0.02 0.12 -0.02 -1.063
O 1.909 -4.056 3.036 -0.01 -0.01 0.02 -0.687
O 1.796 0.166 -0.791 0.08 -0.09 -0.03 -0.916
O -0.531 -1.909 -1.505 0.08 -0.05 -0.02 -0.781
O 3.282 0.035 -2.463 -0.03 -0.04 0.05 -0.703
N 2.097 -2.549 -0.266 0.01 -0.07 0.02 -0.509
C 0.514 -2.611 -2.197 -0.01 -0.03 0.03 -0.081
C 1.510 -3.524 2.008 -0.03 0.02 -0.04 0.768
C -4.392 3.665 -0.936 0.01 -0.03 0.01 -0.204
C 2.360 0.815 2.402 0.01 0.01 0.01 -0.015
C -1.838 0.657 -3.417 -0.02 0.02 0.05 -0.245
C -2.256 -1.015 2.996 0.02 0.01 -0.04 -0.624
C 3.682 1.147 1.770 0.00 0.02 -0.01 -0.645
C 0.555 1.065 -3.407 0.02 0.03 0.02 -0.214
C 3.151 -1.804 -0.956 0.01 0.03 0.00 -0.350
C -0.695 1.181 -2.818 0.07 0.00 0.00 -0.209
C -1.510 -0.919 5.397 0.00 -0.01 0.01 -0.606
C 0.663 0.410 -4.629 -0.05 -0.03 -0.02 -0.198
C -1.534 -0.181 4.062 0.00 0.01 -0.03 -0.263
C 0.942 -0.655 3.723 0.11 -0.05 -0.11 -0.257
C -2.157 2.998 -1.447 0.03 -0.03 0.05 -0.176
C -0.466 -0.120 -5.233 0.05 0.01 0.02 -0.192
C -3.058 4.967 -2.458 -0.01 0.00 0.00 -0.202
C 2.175 -0.345 3.149 -0.07 -0.03 0.02 -0.245
C 0.036 1.364 2.823 0.04 0.00 -0.03 -0.258
C -3.336 2.777 -0.761 -0.05 0.02 0.00 -0.245
C -0.153 0.190 3.559 0.01 0.00 0.08 0.042
C 2.709 -0.420 -1.474 -0.05 0.11 0.00 0.779
C 1.327 -3.391 -1.185 -0.01 0.01 0.00 -0.252
C 1.264 1.669 2.250 -0.06 -0.02 0.03 -0.235
C -2.000 4.091 -2.290 0.01 0.01 -0.01 -0.239
C -1.715 0.000 -4.629 -0.03 -0.02 -0.03 -0.223
C 2.563 -3.335 0.885 0.03 0.03 0.01 -0.349
C -4.255 4.754 -1.781 0.02 0.01 -0.02 -0.189
H -0.951 -0.362 6.150 0.00 0.00 0.00 0.214
H -5.077 5.444 -1.914 0.00 0.00 0.01 0.219
H 1.642 0.299 -5.074 0.00 -0.01 -0.02 0.238
H -0.803 2.035 2.676 0.00 0.00 0.00 0.221
H -3.420 1.920 -0.105 0.02 0.00 0.00 0.246
H 2.939 -4.323 0.592 -0.01 -0.01 -0.01 0.201
H 3.589 -2.368 -1.787 -0.02 -0.01 0.00 0.198
H -2.088 0.754 4.194 0.00 0.00 0.02 0.201
H 0.644 -3.998 -0.588 0.00 0.00 0.00 0.234
H -5.322 3.500 -0.407 0.00 0.01 0.00 0.221
H 1.994 -4.073 -1.736 0.01 0.01 0.01 0.185
H -2.801 0.763 -2.930 -0.01 -0.02 -0.03 0.232
H -1.066 4.251 -2.816 0.01 -0.01 0.01 0.227
H -1.058 -1.907 5.298 0.00 0.00 -0.01 0.217
H 4.096 2.062 2.198 0.00 0.00 0.01 0.223
H 2.996 -1.043 3.273 0.01 0.01 0.03 0.234
H 3.960 -1.601 -0.250 -0.01 -0.01 0.00 0.220
H 4.404 0.347 1.927 0.00 0.00 0.00 0.216
H -2.373 -0.446 2.066 -0.01 0.00 0.01 0.197
H 0.074 -3.315 -2.909 0.00 0.01 0.00 0.181
H -3.256 -1.297 3.328 0.00 0.00 0.01 0.221
H 1.134 -1.902 -2.753 0.00 -0.01 0.00 0.193
H 1.446 1.416 -2.904 -0.02 0.01 0.01 0.280
H -0.907 -1.243 -2.094 0.00 0.00 0.00 0.498
H -2.949 5.819 -3.115 -0.01 0.00 0.00 0.222
H 0.844 -1.600 4.242 -0.01 0.01 0.01 0.255
H -2.528 -1.062 5.762 0.00 0.00 0.00 0.213
H 3.399 -2.810 1.348 0.01 -0.01 -0.01 0.214
H 1.372 2.575 1.664 0.01 0.00 0.00 0.226
H 3.560 1.304 0.697 -0.01 -0.01 0.00 0.250
H -2.589 -0.417 -5.112 -0.02 0.01 0.03 0.223
H -0.381 -0.639 -6.180 0.01 0.00 0.00 0.221
H -1.700 -1.936 2.792 -0.01 -0.01 0.02 0.236
```
Forces are in eV/Å.

HOMO: -8.48 eV
Lowest unoccupied orbital energy: 0.00727 hartree
HOMO-LUMO gap: 8.7 eV



Per-record relative energy (zero: lowest compared OMol25 entry of this formula, charge and spin), eV: 0.0427, 0.0000, 0.0000